(1)
This record from the Open Molecules 2025 dataset describes the molecule C2H5NO3 at a distorted geometry. The level of theory is wB97M-V/def2-TZVPD.

Its HOMO energy is -9.096 eV. Its energy above the lowest of the compared OMol25 structures with the same formula, charge and spin is 4.551 eV. The calculation puts the frontier orbital gap at 9.29 eV. Its LUMO energy is 0.20 eV. As for the SMILES: COC(=O)NO.

ORCA input file:
```
! RIJCOSX wB97M-V def2-TZVPD def2/J DEFGRID3
* xyz 0 1
C -1.559 0.149 -0.729
N 1.407 -0.168 0.949
C 0.682 0.588 0.106
O -0.391 -0.371 -0.084
O 2.237 -1.232 0.584
O 0.551 1.791 0.097
H 1.769 -1.644 -0.168
H 0.929 0.080 1.914
H -2.342 0.157 0.034
H -1.447 1.154 -1.143
H -1.835 -0.504 -1.560
*
```

(2)
This record from the Open Molecules 2025 dataset describes the molecule C2H5NO3S at a distorted geometry. The level of theory is wB97M-V/def2-TZVPD.

Its HOMO energy is -9.831 eV. Its energy above the lowest of the compared OMol25 structures with the same formula, charge and spin is 4.822 eV. The calculation puts the frontier orbital gap at 10.49 eV. Its LUMO energy is 0.66 eV.

ORCA input file:
```
! RIJCOSX wB97M-V def2-TZVPD def2/J DEFGRID3
* xyz 0 1
C 0.297 -0.129 -0.757
C -0.431 -0.952 0.300
N -1.492 1.269 -0.414
O -2.971 -0.809 -0.445
O -0.635 0.799 -1.331
O -0.642 2.043 0.645
S -2.099 -0.137 0.493
H 1.118 0.443 -0.309
H 0.674 -0.719 -1.589
H -0.604 -1.982 0.004
H 0.056 -0.904 1.269
H -1.008 2.930 0.587
*
```